22
Properties=species:S:1:pos:R:3:lowdin_charge:R:1 method="wB97M-V/def2-TZVPD" charge=+1 relative_energy_kcal_mol=138.79 homo_energy_ev=-13.880 orbital_gap_ev=8.589
C 1.48391 -0.23862 0.92084 -0.058
C 1.88209 -0.03834 -0.45157 0.034
C -0.38503 0.37495 -0.04371 -0.575
C -2.59865 -0.88904 0.34797 -0.047
C -1.93547 2.10313 0.51008 0.022
C 3.88506 -0.57981 -0.38535 0.164
C -1.32759 -0.78937 -0.50892 -0.116
N 0.21488 0.07126 1.13115 0.209
N -1.08277 1.56161 -0.27278 0.058
N 0.77778 0.48265 -1.03173 0.189
H -2.95048 0.13268 0.58771 0.062
H -2.35736 -1.53900 1.09673 0.053
H -3.44497 -1.22264 -0.23240 0.089
H -2.13856 1.87917 1.65198 0.143
H -2.51269 2.85805 0.07576 0.066
H 2.07434 -0.57822 1.73290 0.114
H 3.89782 -1.68122 -0.20336 0.070
H 4.04101 -0.05192 0.55107 0.048
H 4.16898 -0.39088 -1.46337 0.076
H -1.61026 -0.59341 -1.54259 0.122
H -0.83174 -1.72218 -0.49508 0.107
H 0.74970 0.85113 -1.97532 0.171